# 1
Entry from the Open Molecules 2025 dataset: 3 unconnected molecules or ions with the total composition C13H30O3P (ωB97M-V with the def2-TZVPD basis set).

Summary:
HOMO: -11.49 eV
Charge: +1
Largest force on an atom: 0.004 Eh/bohr
LUMO energy: -2.62 eV

Positions of all 47 atoms, in Å:
C: 1.271236 0.453657 1.468884
C: 0.405486 0.678477 0.225104
C: 0.810621 1.911742 -0.604761
C: -0.309251 2.957002 -0.701028
C: -0.613120 3.637947 0.661580
P: -2.379450 3.794153 0.922369
C: -3.363389 2.230269 1.024611
O: -4.124149 2.083506 -0.125057
C: -3.805986 0.974556 -0.983578
H: 2.284541 0.141292 1.197562
H: 1.342109 1.365111 2.077048
H: 0.851595 -0.334324 2.101322
H: 0.428249 -0.215753 -0.402343
H: -0.641041 0.783677 0.530583
H: 1.699054 2.376329 -0.159293
H: 1.091334 1.637192 -1.625389
H: -0.051946 3.736353 -1.424847
H: -1.206642 2.460871 -1.099428
H: -0.207065 4.654636 0.704140
H: -0.194539 3.085559 1.509854
H: -2.918510 4.513474 -0.142344
H: -2.644884 4.565861 2.056190
H: -4.000507 2.324223 1.912170
H: -2.660486 1.407105 1.186977
H: -2.951003 0.406164 -0.606679
H: -4.679973 0.321021 -1.022485
H: -3.588579 1.358793 -1.982708
C: -1.839694 -4.104831 -1.385546
C: -1.992196 -2.963151 -0.416224
O: -1.397940 -1.917455 -0.564844
C: -2.916339 -3.190065 0.752803
H: -1.153702 -3.831760 -2.182507
H: -1.469773 -4.988759 -0.863104
H: -2.811700 -4.369869 -1.805743
H: -2.576569 -4.049782 1.332717
H: -3.920249 -3.427266 0.396052
H: -2.944981 -2.308833 1.389452
C: 6.278380 -1.128582 0.188870
C: 4.880502 -1.688088 0.112655
O: 4.053629 -1.455000 0.964634
C: 4.567731 -2.561684 -1.076768
H: 6.390047 -0.521458 1.083001
H: 7.004898 -1.942928 0.201568
H: 6.490343 -0.529404 -0.698737
H: 5.244878 -3.417297 -1.098550
H: 4.730622 -2.005812 -2.002148
H: 3.538412 -2.906870 -1.026032

Forces on atoms 1 to 2 (eV/Å):
-0.0426 -0.0173 -0.0629
0.1962 -0.0568 0.0114

The net atomic charges from Löwdin, expressed in e, are:
1 C -0.090
2 C -0.255
3 C -0.198
4 C -0.237
5 C -0.332
6 P 1.118
7 C -0.353
8 O -0.227
9 C -0.051
10 H 0.056
11 H 0.066
12 H 0.080
13 H 0.095
14 H 0.069
15 H 0.118
16 H 0.116
17 H 0.117
18 H 0.094
19 H 0.102
20 H 0.093
21 H 0.055
22 H 0.034
23 H 0.111
24 H 0.094
25 H 0.070
26 H 0.099
27 H 0.096
28 C -0.016
29 C -0.494
30 O 0.045
31 C -0.019
32 H 0.084
33 H 0.091
34 H 0.090
35 H 0.091
36 H 0.089
37 H 0.075
38 C -0.021
39 C -0.499
40 O 0.054
41 C -0.022
42 H 0.082
43 H 0.088
44 H 0.086
45 H 0.088
46 H 0.086
47 H 0.079

---

# 2
Entry from the Open Molecules 2025 dataset: 4 unconnected molecules or ions with the total composition C13H31BN4O7S in a non-equilibrium geometry (ωB97M-V with the def2-TZVPD basis set).

Summary:
HOMO: -9.22 eV
Largest force on an atom: 0.096 Eh/bohr
Structure (SMILES): NB(O)[C@H]1CCOS(=O)(=O)C1.CN(C)C=O.CN(C)C=O.CN(C)C=O
LUMO energy: 0.69 eV

Positions of all 57 atoms, in Å:
N: -0.734893 -2.246653 0.294990
B: -1.017783 -1.756525 -1.069481
O: -1.897900 -2.551760 -1.839046
C: -0.355807 -0.441996 -1.708202
C: -0.793760 0.897510 -1.035907
C: -0.345025 1.073851 0.429950
O: 1.051251 0.753177 0.696082
S: 1.956277 0.642197 -0.656107
O: 3.273374 0.099406 -0.234462
O: 2.136184 1.921172 -1.367428
C: 1.217216 -0.630691 -1.750175
H: 0.256147 -2.191308 0.492287
H: -1.286313 -1.750960 0.985286
H: -2.518725 -2.000174 -2.309729
H: -0.679957 -0.375652 -2.762145
H: -1.894998 0.907680 -1.041707
H: -0.483691 1.734471 -1.672811
H: -0.970035 0.538082 1.152246
H: -0.467016 2.137588 0.667254
H: 1.635192 -0.522800 -2.755126
H: 1.458380 -1.636609 -1.390557
C: 6.185781 -3.395766 -3.608206
N: 4.839964 -2.969057 -3.283847
C: 4.566803 -2.398728 -1.976209
C: 3.819746 -3.081151 -4.159287
O: 2.675133 -2.735724 -3.937682
H: 6.502844 -4.168878 -2.904882
H: 6.865361 -2.543874 -3.536851
H: 6.227042 -3.798095 -4.619042
H: 3.814575 -3.003434 -1.466412
H: 4.174683 -1.389148 -2.095688
H: 5.473736 -2.366416 -1.377981
H: 4.120454 -3.523152 -5.122376
C: -3.238726 -3.853664 4.743994
N: -2.961095 -2.620210 4.035722
C: -1.818757 -1.816390 4.432590
C: -3.733091 -2.192237 3.013586
O: -3.547622 -1.169654 2.386082
H: -3.412228 -3.636913 5.800335
H: -2.385075 -4.528178 4.650187
H: -4.121050 -4.340442 4.332818
H: -2.156175 -0.822429 4.730695
H: -1.134639 -1.709524 3.588711
H: -1.299527 -2.288971 5.262784
H: -4.571023 -2.870460 2.789952
C: -1.298043 6.942136 -0.341238
N: -1.990774 5.910544 0.405221
C: -3.035751 6.290153 1.339324
C: -1.694670 4.601623 0.260004
O: -2.240291 3.696227 0.858414
H: -0.806668 7.627158 0.352902
H: -2.016150 7.498111 -0.947944
H: -0.547309 6.502417 -0.995287
H: -2.773486 5.946706 2.341170
H: -3.975623 5.818268 1.048719
H: -3.157207 7.370767 1.344888
H: -0.889263 4.418378 -0.470373

Forces on atoms 1 to 2 (eV/Å):
0.3157 0.0208 -1.2727
-0.7352 -0.8817 -0.1286

The net atomic charges from Löwdin, expressed in e, are:
1 N 0.169
2 B -0.518
3 O 0.128
4 C -0.215
5 C -0.151
6 C -0.179
7 O -0.223
8 S 0.714
9 O -0.337
10 O -0.299
11 C -0.150
12 H 0.063
13 H 0.047
14 H 0.084
15 H 0.132
16 H 0.132
17 H 0.111
18 H 0.122
19 H 0.095
20 H 0.106
21 H 0.093
22 C -0.059
23 N -0.197
24 C -0.037
25 C -0.349
26 O 0.007
27 H 0.089
28 H 0.090
29 H 0.082
30 H 0.095
31 H 0.075
32 H 0.093
33 H 0.131
34 C -0.059
35 N -0.199
36 C -0.037
37 C -0.352
38 O 0.007
39 H 0.089
40 H 0.090
41 H 0.083
42 H 0.095
43 H 0.083
44 H 0.087
45 H 0.134
46 C -0.057
47 N -0.200
48 C -0.041
49 C -0.347
50 O 0.012
51 H 0.090
52 H 0.089
53 H 0.085
54 H 0.093
55 H 0.093
56 H 0.085
57 H 0.135

---

# 3
Entry from the Open Molecules 2025 dataset: a molecular structure, C13H31CaN2O8P2S4 (ωB97M-V with the def2-TZVPD basis set).

Summary:
HOMO: -5.63 eV
Charge: -1
Largest force on an atom: 0.014 Eh/bohr
LUMO energy: 2.04 eV
Relative energy (zero: lowest compared OMol25 entry of this formula, charge and spin): 9.5 kcal per mole

Positions of all 61 atoms, in Å:
Ca: 0.244949 -0.341190 0.987465
C: -2.397564 1.054036 -0.844422
C: -2.731810 -0.432563 -1.082814
N: -1.697115 -1.311251 -0.577783
C: -2.118933 -2.554038 0.047621
C: -2.998298 -2.347841 1.280320
S: -2.410797 -1.109377 2.471148
C: -3.398078 0.368524 2.049803
C: -2.572236 1.565050 1.582668
N: -1.754584 1.310648 0.420898
H: -3.318636 1.647022 -0.973099
H: -1.698342 1.377625 -1.615003
H: -2.918714 -0.573588 -2.157498
H: -3.670680 -0.682228 -0.587641
H: -0.963023 -1.497750 -1.249321
H: -1.213026 -3.096542 0.333602
H: -2.682267 -3.205997 -0.641369
H: -3.035996 -3.287916 1.830807
H: -4.027064 -2.095777 1.017454
H: -3.945038 0.658207 2.948109
H: -4.141787 0.088223 1.304346
H: -1.895600 1.869143 2.384947
H: -3.279688 2.397726 1.417894
H: -0.974326 1.959386 0.364417
C: 3.048981 -0.486559 -2.383708
C: 2.204969 -0.260522 -3.633131
S: 0.427230 -0.114499 -3.314759
C: 0.019552 1.395559 -4.236680
C: 0.670633 2.693874 -3.756980
S: 0.418512 3.004404 -1.983602
C: 2.093256 3.298101 -1.361736
C: 3.159747 2.279061 -1.745557
S: 2.811541 0.659066 -1.006879
H: 2.813986 -1.451998 -1.936868
H: 4.099704 -0.496087 -2.683744
H: 2.520047 0.633230 -4.174048
H: 2.351120 -1.104743 -4.309047
H: 0.243834 1.246809 -5.295461
H: -1.066398 1.473051 -4.155501
H: 1.738268 2.694270 -3.967621
H: 0.239590 3.516813 -4.331858
H: 2.416452 4.300144 -1.652933
H: 1.941432 3.279104 -0.280710
H: 3.249321 2.179821 -2.826716
H: 4.126265 2.638469 -1.386966
O: 2.912541 -3.723890 -0.587484
P: 1.797254 -3.078617 0.409283
O: 0.903027 -4.129621 0.941590
O: 1.183528 -1.948162 -0.398571
O: 2.761208 -2.425749 1.490614
P: 2.453234 -1.590814 2.869999
O: 3.165065 -0.183844 2.542567
O: 3.166851 -2.258203 3.966541
O: 0.959905 -1.347027 2.881314
H: 3.183399 -4.574440 -0.234991
H: 2.566808 0.506490 2.201212
C: 1.157936 2.790912 2.340733
O: 0.994871 1.729145 1.483090
H: 0.505106 3.653219 2.087854
H: 2.189481 3.196256 2.339844
H: 0.939105 2.546923 3.395842

Forces on atoms 1 to 2 (eV/Å):
-0.3172 0.6263 -0.1178
-0.0590 0.0116 -0.1729

The net atomic charges from Löwdin, expressed in e, are:
1 Ca 1.272
2 C -0.213
3 C -0.204
4 N -0.138
5 C -0.268
6 C -0.452
7 S 0.909
8 C -0.449
9 C -0.281
10 N -0.144
11 H 0.120
12 H 0.046
13 H 0.116
14 H 0.090
15 H 0.055
16 H 0.091
17 H 0.120
18 H 0.073
19 H 0.063
20 H 0.066
21 H 0.061
22 H 0.116
23 H 0.116
24 H 0.062
25 C -0.523
26 C -0.512
27 S 0.856
28 C -0.551
29 C -0.525
30 S 0.865
31 C -0.533
32 C -0.508
33 S 0.904
34 H 0.038
35 H 0.080
36 H 0.059
37 H 0.071
38 H 0.072
39 H 0.061
40 H 0.053
41 H 0.067
42 H 0.072
43 H 0.042
44 H 0.050
45 H 0.074
46 O -0.144
47 P 0.150
48 O -0.301
49 O -0.472
50 O -0.273
51 P 0.157
52 O -0.156
53 O -0.298
54 O -0.467
55 H 0.061
56 H 0.012
57 C -0.332
58 O -0.559
59 H 0.056
60 H 0.062
61 H 0.065

---

# 4
Entry from the Open Molecules 2025 dataset: 2 unconnected molecules or ions with the total composition C13H31ClN2OSSi2 in a non-equilibrium geometry (ωB97M-V with the def2-TZVPD basis set).

Summary:
HOMO: -4.58 eV
Largest force on an atom: 0.103 Eh/bohr
LUMO energy: -2.14 eV
Relative energy (zero: lowest compared OMol25 entry of this formula, charge and spin): 61.5 kcal per mole

Positions of all 51 atoms, in Å:
O: -0.234840 0.070602 -3.786423
C: 0.906710 0.415490 -3.400727
Cl: 1.697682 -0.585842 -2.093093
C: 1.592452 1.729047 -4.046959
C: 1.704597 2.795649 -2.852746
C: 0.375938 3.679601 -2.611018
C: 0.588550 5.265669 -2.680478
N: 1.765628 5.784862 -1.896963
C: 2.851430 4.778036 -1.659626
S: 4.488971 5.501686 -1.175716
C: 2.974491 3.782555 -2.949765
H: 1.025732 2.095984 -4.967966
H: 2.677555 1.471559 -4.352848
H: 1.864950 2.179675 -1.885454
H: -0.115535 3.320600 -1.630152
H: -0.352908 3.412806 -3.465467
H: -0.352085 5.738172 -2.201883
H: 0.620337 5.689692 -3.751972
H: 1.508845 6.190615 -0.969897
H: 2.191762 6.541799 -2.477835
H: 2.521504 4.096068 -0.793698
H: 4.990114 4.617948 -0.204739
H: 2.891903 4.401767 -3.920381
H: 3.971223 3.204518 -2.889292
C: 0.341180 -0.531299 2.017812
Si: -0.521023 -2.202983 1.798687
C: 0.819705 -3.521115 1.825226
C: -1.317408 -2.191659 0.094913
N: -1.665008 -2.386097 3.071342
Si: -2.651617 -3.793744 3.204245
C: -1.654444 -5.368573 3.451207
C: -3.788957 -4.033974 1.724770
C: -3.756519 -3.595258 4.726170
H: 1.078380 -0.376095 1.221212
H: -0.384969 0.285410 1.976181
H: 0.861385 -0.488216 2.978156
H: 1.644654 -3.237966 1.160259
H: 0.442445 -4.486367 1.481493
H: 1.226697 -3.643043 2.831773
H: -2.176447 -1.517164 0.069573
H: -1.646494 -3.189619 -0.202486
H: -0.597682 -1.849534 -0.658321
H: -1.153563 -5.677649 2.530964
H: -2.312655 -6.190218 3.755390
H: -0.901362 -5.234803 4.231859
H: -4.302174 -3.102891 1.473384
H: -4.551309 -4.788374 1.951577
H: -3.240172 -4.379760 0.846502
H: -4.393198 -2.712339 4.628811
H: -3.152388 -3.492687 5.631629
H: -4.402064 -4.472538 4.842770

Forces on atoms 1 to 2 (eV/Å):
4.8125 1.4780 1.6622
-4.3459 -0.8019 -2.2950

The net atomic charges from Löwdin, expressed in e, are:
1 O 0.001
2 C -0.675
3 Cl 0.644
4 C -0.107
5 C -0.320
6 C -0.107
7 C -0.118
8 N 0.009
9 C -0.617
10 S 0.745
11 C -0.142
12 H 0.135
13 H 0.132
14 H 0.123
15 H 0.146
16 H 0.139
17 H 0.153
18 H 0.153
19 H 0.193
20 H 0.179
21 H 0.143
22 H -0.068
23 H 0.136
24 H 0.135
25 C -0.219
26 Si 0.191
27 C -0.207
28 C -0.204
29 N -0.257
30 Si 0.202
31 C -0.210
32 C -0.211
33 C -0.217
34 H -0.020
35 H 0.006
36 H 0.012
37 H 0.003
38 H 0.005
39 H 0.022
40 H 0.022
41 H 0.007
42 H -0.028
43 H 0.001
44 H 0.011
45 H 0.021
46 H 0.019
47 H 0.011
48 H 0.001
49 H 0.011
50 H 0.012
51 H 0.007